Record 1
120
Properties=species:S:1:pos:R:3:forces:R:3:lowdin_charge:R:1 method="wB97M-V/def2-TZVPD" e_above_lowest_kcal_mol=0.0 max_force_ev_per_a=2.5 total_charge=0 smiles="CCCOOC(=O)OCCCCCCCCCCCCn1cccc1.O=S1(=O)CCCC1.O=S1(=O)CCCC1.O=S1(=O)CCCC1.O=S1(=O)CCCC1" energy_ha=-3962.10625 orbital_gap_ha=0.2836
C 7.787 -2.763 1.935 -0.755 -0.400 0.005 -0.101
C 6.716 -3.849 1.597 0.809 0.431 -0.126 -0.195
C 6.027 -3.577 0.247 0.176 -0.454 -0.072 -0.178
O 4.612 -3.761 0.390 0.166 0.140 0.002 -0.073
O 4.173 -4.724 -0.578 -1.026 -0.531 0.441 0.021
C 3.149 -4.113 -1.289 0.694 0.825 0.095 -0.540
O 3.395 -3.216 -2.026 -0.113 0.304 -0.468 0.184
O 1.926 -4.595 -1.047 0.551 -0.940 0.151 0.045
C 1.290 -5.114 -2.220 -0.889 -0.245 -1.256 -0.181
C -0.226 -5.176 -2.042 0.332 -0.557 0.759 -0.151
C -0.644 -6.268 -1.005 0.854 0.900 0.193 -0.187
C -1.661 -5.777 0.047 -0.585 -0.973 0.090 -0.192
C -3.133 -6.224 -0.214 0.459 0.325 -0.520 -0.187
C -4.058 -5.045 -0.598 -0.274 -0.580 0.227 -0.211
C -4.941 -4.573 0.570 0.521 0.767 -0.051 -0.211
C -5.973 -3.486 0.172 0.169 -0.104 -0.073 -0.196
C -5.529 -2.020 0.440 -0.524 -0.862 -0.029 -0.215
C -4.118 -1.773 -0.103 -0.549 0.957 0.239 -0.212
C -3.675 -0.291 -0.056 0.257 -0.625 0.708 -0.157
C -2.133 -0.192 0.066 -0.260 -0.155 -0.597 -0.128
N -1.481 0.516 -1.039 -0.355 -0.082 1.921 -0.143
C -0.530 1.431 -0.731 1.304 1.250 -1.735 -0.111
C -0.012 1.947 -1.926 -1.256 -1.236 0.444 -0.078
C -0.737 1.275 -2.955 0.264 -0.060 -0.187 -0.095
C -1.639 0.382 -2.385 1.035 0.979 -0.146 -0.081
H 7.657 -1.943 1.227 0.412 0.096 0.194 0.045
H 7.663 -2.364 2.943 -0.026 0.007 -0.094 0.065
H 8.799 -3.167 1.881 -0.054 0.187 -0.197 0.072
H 5.954 -3.919 2.376 0.031 0.047 -0.109 0.106
H 7.248 -4.803 1.552 -0.409 -0.097 0.045 0.101
H 6.226 -2.569 -0.133 -0.199 0.002 0.174 0.116
H 6.363 -4.274 -0.525 -0.005 0.080 0.120 0.127
H 1.655 -6.126 -2.452 0.159 0.109 0.396 0.136
H 1.541 -4.505 -3.095 0.003 0.220 0.314 0.127
H -0.655 -5.399 -3.021 -0.105 0.346 0.036 0.115
H -0.553 -4.209 -1.652 -0.116 0.038 -0.435 0.109
H -0.945 -7.193 -1.504 -0.208 0.123 0.077 0.106
H 0.279 -6.509 -0.460 -0.159 -0.093 -0.058 0.102
H -1.359 -6.207 1.007 0.018 0.251 -0.032 0.103
H -1.641 -4.687 0.145 0.222 -0.097 0.043 0.098
H -3.113 -6.938 -1.046 -0.072 0.003 0.172 0.097
H -3.495 -6.772 0.661 -0.206 0.159 -0.106 0.102
H -4.721 -5.323 -1.429 0.083 -0.072 0.117 0.108
H -3.417 -4.249 -0.985 -0.212 0.116 0.080 0.086
H -5.410 -5.444 1.040 -0.132 0.069 -0.215 0.109
H -4.301 -4.135 1.347 -0.031 -0.249 0.012 0.089
H -6.911 -3.692 0.702 0.015 0.171 -0.129 0.097
H -6.175 -3.583 -0.903 -0.128 -0.074 0.125 0.103
H -5.596 -1.871 1.527 0.339 0.267 -0.554 0.070
H -6.286 -1.369 -0.019 0.271 0.071 -0.089 0.111
H -3.429 -2.331 0.536 0.027 -0.142 -0.296 0.098
H -4.062 -2.121 -1.141 0.163 -0.167 0.165 0.115
H -4.099 0.155 0.852 -0.020 -0.034 -0.144 0.106
H -4.059 0.295 -0.893 0.148 -0.127 -0.054 0.112
H -1.881 0.326 0.992 0.091 0.147 -0.219 0.112
H -1.654 -1.176 0.152 -0.355 -0.028 -0.076 0.120
H -0.197 1.704 0.257 -0.407 -0.351 0.210 0.108
H 0.770 2.675 -2.050 -0.039 0.076 0.106 0.069
H -0.561 1.433 -4.008 -0.233 -0.169 -0.004 0.065
H -2.329 -0.307 -2.839 -0.068 -0.005 0.113 0.112
O -1.842 4.145 -4.548 -0.043 -0.141 -0.059 -0.317
S -0.732 3.980 -5.452 0.219 0.134 -0.119 0.656
O -0.441 2.708 -6.072 -0.227 -0.020 0.125 -0.334
C -0.852 5.233 -6.723 0.032 0.347 -0.161 -0.233
C -0.091 6.423 -6.148 -0.002 0.012 0.085 -0.220
C 1.174 5.841 -5.510 0.071 0.028 -0.078 -0.215
C 0.753 4.628 -4.676 0.309 0.165 0.019 -0.219
H -1.899 5.444 -6.927 -0.035 -0.152 0.055 0.105
H -0.365 4.845 -7.617 -0.013 -0.064 0.029 0.105
H 0.145 7.156 -6.920 -0.015 -0.005 0.001 0.113
H -0.694 6.919 -5.384 0.001 -0.014 -0.004 0.115
H 1.866 5.527 -6.296 -0.035 -0.012 -0.012 0.116
H 1.689 6.576 -4.894 -0.042 -0.029 0.051 0.105
H 1.518 3.855 -4.666 -0.150 -0.129 0.035 0.109
H 0.501 4.917 -3.660 -0.099 -0.097 -0.038 0.059
O 8.993 0.098 2.334 0.046 0.023 0.171 -0.321
S 8.402 1.244 2.978 -0.047 0.197 0.070 0.662
O 8.236 1.303 4.408 0.096 -0.223 -0.058 -0.324
C 9.256 2.714 2.421 0.076 0.273 -0.249 -0.233
C 8.497 3.137 1.167 -0.068 -0.068 -0.019 -0.223
C 7.009 2.975 1.504 0.031 0.050 0.000 -0.214
C 6.837 1.608 2.176 -0.294 0.209 -0.215 -0.217
H 10.302 2.480 2.238 -0.016 -0.124 0.103 0.107
H 9.170 3.463 3.208 -0.008 -0.055 0.044 0.107
H 8.738 4.160 0.882 0.009 -0.013 -0.003 0.114
H 8.760 2.483 0.333 0.035 0.011 0.016 0.120
H 6.704 3.766 2.194 0.020 -0.017 0.006 0.116
H 6.382 3.057 0.617 -0.008 -0.013 0.021 0.115
H 6.050 1.615 2.925 0.071 -0.134 0.065 0.103
H 6.647 0.822 1.447 0.088 -0.058 0.052 0.102
O -4.824 -4.575 4.807 0.102 0.052 -0.147 -0.309
S -5.239 -3.245 4.439 -0.122 0.103 -0.018 0.673
O -4.719 -2.591 3.261 0.272 -0.278 0.418 -0.332
C -7.025 -3.197 4.395 -0.334 0.031 0.125 -0.228
C -7.427 -2.828 5.820 0.080 0.001 0.064 -0.220
C -6.459 -1.720 6.254 -0.053 0.009 -0.035 -0.214
C -5.045 -2.166 5.860 -0.099 0.288 0.312 -0.217
H -7.408 -4.162 4.071 0.146 -0.026 -0.078 0.110
H -7.318 -2.420 3.688 0.058 -0.017 -0.032 0.108
H -8.465 -2.502 5.870 0.004 -0.013 -0.005 0.115
H -7.313 -3.695 6.475 -0.021 -0.015 -0.033 0.120
H -6.711 -0.793 5.734 0.005 -0.020 -0.012 0.117
H -6.524 -1.523 7.323 0.018 0.004 -0.010 0.114
H -4.413 -1.326 5.583 0.093 -0.109 -0.083 0.102
H -4.569 -2.742 6.651 0.021 -0.092 -0.090 0.105
O 0.412 7.072 -2.500 0.099 -0.140 -0.057 -0.320
S 0.409 6.415 -1.214 -0.031 0.008 0.369 0.666
O 0.988 5.108 -1.036 0.106 0.053 -0.326 -0.320
C 1.107 7.532 -0.005 -0.033 0.336 0.211 -0.229
C -0.090 8.330 0.503 -0.086 -0.020 -0.040 -0.221
C -1.221 7.310 0.693 0.066 0.014 0.034 -0.212
C -1.261 6.429 -0.562 -0.347 0.069 0.268 -0.208
H 1.872 8.147 -0.474 0.016 -0.118 -0.107 0.108
H 1.546 6.927 0.788 0.000 -0.057 -0.054 0.108
H 0.144 8.853 1.429 0.005 0.004 -0.014 0.115
H -0.384 9.074 -0.240 0.043 0.005 0.003 0.119
H -1.011 6.694 1.569 0.012 0.001 -0.018 0.117
H -2.180 7.798 0.859 0.000 -0.020 -0.011 0.114
H -1.561 5.408 -0.338 0.083 -0.055 -0.182 0.107
H -1.913 6.846 -1.328 0.095 -0.030 -0.085 0.109

Record 2
83
Properties=species:S:1:pos:R:3:forces:R:3:lowdin_spin:R:1 method="wB97M-V/def2-TZVPD" e_above_lowest_kcal_mol=27.9 spin_multiplicity=4 max_force_ev_per_a=1.3 total_charge=+1 energy_ha=-2261.78967 orbital_gap_ha="0.2816 / 0.2473" s2=3.7864
Tc -0.334 0.014 -0.363 -0.524 1.171 -0.141 2.540
N 1.638 -0.085 0.650 -0.414 -0.577 0.574 0.044
C 1.783 1.083 1.549 -0.133 0.114 0.138 0.007
C 0.418 1.483 2.088 0.169 -0.071 -0.172 0.023
O 0.285 2.047 3.147 -0.080 0.043 0.081 0.053
N -0.589 1.139 1.227 -0.056 -0.235 0.025 0.074
C -1.973 1.357 1.628 -0.073 -0.171 -0.282 0.012
C -2.776 0.190 1.054 -0.167 0.311 1.006 0.013
O -3.751 -0.271 1.569 -0.088 0.076 -0.431 0.019
O -2.260 -0.248 -0.104 0.672 -0.351 -0.634 0.114
H 1.462 -0.906 1.232 0.231 0.012 0.196 0.004
H 2.505 -0.252 0.147 -0.432 -0.012 -0.049 0.006
H 2.176 1.926 0.981 -0.068 -0.101 0.025 0.000
H 2.454 0.883 2.382 0.009 -0.024 -0.005 0.000
H -2.370 2.271 1.175 0.070 0.081 0.072 0.003
H -2.078 1.434 2.707 0.016 -0.101 0.001 -0.001
C 2.823 -0.501 -2.393 -0.022 0.103 -0.088 0.002
N 2.477 0.753 -1.727 0.087 0.275 -0.423 0.029
C 3.667 1.281 -1.056 0.062 0.150 -0.264 0.003
C 1.944 1.747 -2.661 -0.049 -0.041 0.022 0.002
C 0.474 2.133 -2.560 0.248 -0.104 -0.024 0.017
C 0.116 3.126 -3.478 -0.057 0.070 -0.002 -0.007
C -1.168 3.623 -3.573 0.010 -0.066 0.013 0.024
C -2.144 3.123 -2.722 0.127 0.017 0.003 -0.006
C -1.808 2.139 -1.810 -0.151 -0.030 0.075 0.016
C -0.509 1.622 -1.711 -0.003 -0.455 0.231 -0.059
H 3.635 -0.369 -3.122 0.001 -0.017 0.030 0.000
H 1.958 -0.907 -2.914 0.086 -0.017 0.039 0.000
H 3.154 -1.234 -1.654 0.007 -0.081 -0.010 0.000
H 4.479 1.482 -1.768 0.004 -0.028 0.043 0.002
H 4.053 0.567 -0.324 0.103 0.025 -0.012 0.000
H 3.425 2.212 -0.545 0.092 -0.031 -0.063 0.000
H 2.132 1.423 -3.692 0.030 0.018 0.015 0.001
H 2.505 2.676 -2.542 0.043 -0.004 -0.036 0.001
H 0.886 3.515 -4.135 0.004 0.005 -0.014 -0.001
H -1.408 4.383 -4.304 0.016 0.016 0.015 0.001
H -3.161 3.488 -2.767 -0.007 -0.006 0.002 -0.001
H -2.594 1.751 -1.184 -0.039 -0.045 0.030 0.000
C -2.356 -4.719 4.467 0.232 -0.086 -0.207 0.000
N -1.955 -3.418 3.928 -0.132 -0.230 -0.035 0.000
C -2.013 -2.950 2.678 0.100 0.084 -0.094 0.000
N -1.366 -1.802 2.590 0.180 0.071 -0.175 0.001
C -0.943 -1.602 3.867 0.140 0.146 -0.051 0.000
N -1.269 -2.559 4.697 0.092 -0.104 0.369 0.000
C -1.312 -5.790 4.182 -0.033 0.208 -0.212 0.000
C -0.591 -6.356 5.222 -0.071 0.037 0.021 0.000
C 0.406 -7.286 4.962 0.081 -0.101 0.070 0.000
C 0.721 -7.637 3.665 0.081 -0.050 -0.169 0.000
C 0.016 -7.069 2.606 -0.293 0.279 -0.045 0.000
C -1.014 -6.165 2.870 0.170 -0.120 0.263 0.000
C 0.397 -7.386 1.226 0.073 0.024 -0.337 0.000
N 1.321 -8.187 0.818 -0.056 -0.081 0.465 0.000
N 1.351 -8.114 -0.552 -0.009 0.053 -0.447 0.000
C 0.448 -7.268 -0.908 -0.027 -0.021 0.460 0.000
O -0.210 -6.753 0.175 0.022 -0.030 -0.022 0.000
C 0.127 -6.793 -2.254 -0.159 0.231 0.074 0.000
C 0.781 -7.333 -3.360 0.009 -0.074 0.096 0.000
C 0.507 -6.843 -4.624 0.091 -0.111 -0.043 0.000
C -0.390 -5.801 -4.800 -0.037 0.113 0.007 0.000
C -1.046 -5.256 -3.706 0.093 -0.056 0.136 0.000
C -1.980 -4.084 -3.870 0.016 -0.312 -0.027 0.000
N -1.392 -2.853 -3.347 0.007 0.124 -0.330 0.008
C -1.105 -2.503 -2.111 0.066 -0.145 0.378 0.015
N -0.509 -1.320 -2.105 0.060 0.456 -0.132 0.024
C -0.480 -0.974 -3.435 -0.008 -0.273 0.114 0.010
N -0.989 -1.890 -4.209 -0.033 0.048 0.071 0.002
C -0.799 -5.768 -2.436 0.069 -0.121 -0.077 0.000
H -3.326 -4.981 4.044 0.000 0.016 -0.026 0.000
H -2.464 -4.571 5.537 -0.079 -0.044 0.002 0.000
H -2.550 -3.436 1.880 -0.008 -0.051 0.007 0.000
H -0.409 -0.726 4.207 0.000 -0.028 -0.112 0.000
H -0.799 -6.066 6.244 -0.022 0.010 -0.006 0.000
H 0.952 -7.727 5.785 0.020 -0.002 -0.006 0.000
H 1.518 -8.336 3.449 -0.002 -0.018 0.033 0.000
H -1.571 -5.751 2.045 -0.087 0.110 -0.130 0.000
H 1.493 -8.133 -3.211 0.004 0.004 -0.010 0.000
H 1.005 -7.271 -5.483 0.015 0.003 0.010 0.000
H -0.571 -5.405 -5.792 -0.028 -0.012 0.002 0.000
H -2.930 -4.267 -3.369 -0.019 0.109 0.022 0.000
H -2.161 -3.877 -4.921 -0.110 -0.023 0.006 0.000
H -1.307 -3.096 -1.238 -0.123 -0.046 0.039 0.001
H -0.085 -0.051 -3.816 0.000 0.116 0.033 0.000
H -1.327 -5.375 -1.575 -0.007 -0.022 0.026 0.000